Record 1
C48H55EuN6O3SSi as an isolated structure in a non-equilibrium geometry, computed with ωB97M-V/def2-TZVPD.

Results
Kohn-Sham gap (alpha / beta), eV: 7.4876 / 7.5141
Multiplicity: 7
Energy, eV: -103790.989

The geometry in XYZ format:
```
115
Properties=species:S:1:pos:R:3:forces:R:3:lowdin_spin:R:1
Eu 14.274627 12.837967 12.551318 0.08 0.86 -0.24 6.06
C 9.667277 14.717734 13.088306 0.65 0.04 1.02 0.00
N 10.079754 14.056162 11.836539 -1.66 2.17 -0.14 0.00
C 9.694995 14.951114 10.709866 1.09 0.44 -0.72 0.00
C 11.051158 13.172360 11.823057 0.00 -1.22 -2.04 0.00
O 11.529546 12.632432 12.796803 0.80 -0.31 1.35 0.00
C 11.469707 12.620685 10.430057 0.38 0.08 -0.29 0.00
O 12.586846 11.754851 10.570066 0.42 1.07 0.14 0.00
C 12.377346 10.419130 10.952811 -1.11 0.89 -2.32 0.00
C 13.713818 9.858512 11.137192 1.57 -1.04 1.42 0.00
O 14.658776 10.620832 11.392396 -0.44 -0.73 -0.52 0.00
N 13.846371 8.502217 11.042967 0.19 -0.32 0.08 0.00
C 15.203009 7.933574 11.012431 0.07 1.23 -1.22 0.00
C 12.742420 7.556874 11.293608 -0.77 0.08 -2.69 0.00
H 9.689330 14.104828 14.007208 0.19 -0.28 -0.83 0.00
H 8.641564 15.104062 13.006598 0.45 -0.08 -0.21 0.00
H 10.389265 15.531495 13.288139 -0.45 -0.03 -0.13 0.00
H 8.733643 15.319880 11.003264 -0.61 0.24 -0.17 0.00
H 9.578769 14.498592 9.694725 0.35 -0.10 1.02 0.00
H 10.375736 15.872690 10.605995 -0.67 -1.60 0.32 0.00
H 11.852460 13.428173 9.799987 -0.13 0.09 0.15 0.00
H 10.670962 12.112794 9.862998 -0.08 0.16 0.47 0.00
H 11.908491 9.917714 10.103803 -0.17 -0.30 -0.12 0.00
H 11.693378 10.384538 11.744507 -0.67 -0.42 1.75 0.00
H 15.831917 8.718558 10.571604 0.14 0.00 0.84 0.00
H 15.343715 7.158689 10.262545 -0.79 -0.48 0.09 0.00
H 15.550593 7.586148 11.965380 0.23 0.03 0.55 0.00
H 11.826884 7.751742 10.638284 1.34 -0.13 0.38 0.00
H 12.320829 7.599518 12.256923 0.08 0.05 1.61 0.00
H 13.092568 6.533688 11.045595 -0.20 0.73 0.30 0.00
C 19.740920 13.943771 10.015701 1.53 -2.19 -0.93 0.00
C 19.886510 12.455787 9.599566 -0.61 -0.66 -0.11 0.00
C 21.099546 11.799517 9.689387 0.78 -0.58 0.11 0.00
C 21.238174 10.420436 9.408826 -0.28 0.54 0.82 0.00
C 20.113359 9.670284 9.119120 0.69 0.70 -0.91 0.00
C 18.880627 10.287345 8.972771 -0.48 -0.56 -0.36 0.00
C 18.800176 11.625993 9.155356 -1.09 3.80 1.80 0.00
N 17.489682 12.309712 9.257457 0.03 -0.49 -0.17 0.00
C 16.879683 12.560218 10.471259 -0.44 -0.04 0.93 0.00
N 17.443208 11.953019 11.583276 0.52 -0.35 -1.64 0.00
C 17.579782 12.579458 12.859411 -0.23 0.35 -1.09 0.00
C 16.573908 13.369747 13.353722 -0.67 0.11 1.39 -0.02
C 16.810970 13.861765 14.666899 -2.28 0.52 -0.77 0.00
C 17.929895 13.667370 15.415051 0.57 -1.31 -0.17 0.00
C 18.847760 12.812179 14.820055 1.52 0.51 0.64 0.00
C 18.757084 12.327337 13.527849 0.55 -1.37 0.90 0.00
C 19.806702 11.321528 13.062801 0.42 -0.73 0.44 0.00
N 15.777175 13.294918 10.586869 2.05 -1.04 -0.45 -0.01
C 15.525223 14.090090 9.449807 -1.15 0.68 -0.51 0.00
C 14.636302 13.622658 8.461443 -0.31 -0.51 1.22 0.00
C 14.139460 14.442425 7.472193 2.28 0.06 1.02 0.00
C 14.815509 15.643637 7.322661 -1.75 2.02 -2.39 0.00
C 15.691441 16.149887 8.227571 0.67 -0.81 1.06 0.00
C 15.999843 15.408290 9.360801 1.54 -0.39 0.93 0.00
C 16.940180 15.993229 10.426775 0.13 -0.26 -0.20 0.00
H 19.115000 14.446155 9.333898 -0.55 0.71 -1.00 0.00
H 20.773904 14.291032 9.963264 -0.25 0.57 0.14 0.00
H 19.329747 14.118314 10.981285 -0.25 -0.26 1.01 0.00
H 21.991004 12.315869 10.040452 -0.18 0.14 -0.10 0.00
H 22.200359 9.915366 9.562289 -0.38 0.37 -0.29 0.00
H 20.268853 8.688752 8.768304 -0.13 -1.30 0.17 0.00
H 17.954910 9.769234 8.716237 0.40 -0.09 0.05 0.00
H 17.047364 12.818682 8.483094 0.57 -0.57 0.29 0.00
H 18.267576 11.372376 11.353944 -1.14 0.61 0.08 0.00
H 15.923468 14.292487 15.126965 0.26 0.47 0.16 0.00
H 18.047642 13.915235 16.469254 -0.16 0.26 -0.33 0.00
H 19.717890 12.558189 15.419891 0.15 -0.17 -0.18 0.00
H 20.805900 11.783284 13.206314 -0.43 -0.55 -0.19 0.00
H 19.728820 10.956572 12.029688 0.23 0.57 0.08 0.00
H 19.770183 10.327879 13.608018 0.01 1.28 -0.04 0.00
H 14.241959 12.609588 8.590644 0.06 0.29 0.03 0.00
H 13.390647 14.042667 6.872577 -1.13 -0.15 -1.38 0.00
H 14.579075 16.381731 6.507253 -0.07 -1.15 0.53 0.00
H 16.165372 17.098791 8.069036 0.01 0.40 -0.02 0.00
H 18.003447 16.113250 10.140645 -0.68 0.13 -0.42 0.00
H 17.008859 15.450547 11.356075 -0.39 -0.79 0.15 0.00
H 16.561060 16.939790 10.758645 -0.15 0.83 -0.14 0.00
S 12.425579 13.602122 17.376665 -0.17 0.03 -0.32 0.00
C 12.287050 15.210853 16.701427 0.11 -1.25 1.45 0.00
C 11.822615 16.336573 17.354831 -0.17 -0.04 -0.24 0.00
C 11.935522 17.512039 16.683048 0.37 2.14 0.12 0.00
C 12.498386 17.623156 15.379607 -0.83 -1.17 1.63 0.00
C 12.908015 16.481988 14.762304 0.60 -1.29 -0.22 0.00
C 12.862688 15.255680 15.468151 0.18 -0.81 -1.54 0.00
N 13.337133 13.991782 15.009557 0.09 0.34 -0.47 0.00
C 13.190111 13.045086 15.885836 0.85 0.02 0.64 0.00
C 13.770447 11.640713 15.782935 -1.41 1.89 -2.69 0.00
C 13.761331 10.823474 16.867179 -0.69 1.40 1.56 0.00
C 14.181321 9.541004 16.746156 0.64 -0.66 0.98 0.00
C 14.631696 9.130712 15.541860 -0.49 -1.26 -1.96 0.00
C 14.509963 9.894282 14.381136 0.27 1.35 1.75 0.00
C 14.094498 11.234767 14.444808 0.07 -0.42 0.84 -0.02
H 11.395390 16.289121 18.336509 -0.06 -0.01 0.34 0.00
H 11.704966 18.439229 17.244469 -0.12 -0.57 -0.59 0.00
H 12.563180 18.565987 14.919587 0.11 1.01 -0.55 0.00
H 13.301475 16.435797 13.763031 0.16 0.23 -0.31 0.00
H 13.416459 11.270707 17.805248 0.19 -0.53 -0.02 0.00
H 14.290555 8.865074 17.567009 -0.25 -0.14 0.59 0.00
H 14.898986 8.095727 15.417641 0.49 -0.34 0.11 0.00
H 14.939894 9.504733 13.506542 0.23 -0.57 -1.29 0.00
C 11.082440 18.387881 11.783342 -0.21 0.26 0.49 0.00
Si 12.560223 17.867364 10.814942 1.89 -0.26 -0.26 0.00
C 12.529358 18.052105 8.942664 -0.61 -0.05 0.28 0.00
C 14.020445 19.058393 11.329403 1.18 -2.87 -1.23 0.00
C 12.929638 16.110108 11.213343 -0.43 1.66 -0.35 0.00
C 13.350399 15.035024 11.591550 0.20 -1.45 0.54 -0.01
H 10.700770 19.371258 11.613633 0.35 1.17 -0.18 0.00
H 11.346254 18.313932 12.839759 0.03 0.01 0.08 0.00
H 10.170206 17.854174 11.667257 -0.59 -1.18 -0.21 0.00
H 11.534772 17.882054 8.542203 -0.32 0.14 -0.16 0.00
H 13.159398 17.311133 8.453974 0.26 0.13 0.21 0.00
H 12.847169 19.064366 8.698472 0.01 0.03 -0.25 0.00
H 13.522292 19.989066 11.485466 0.39 1.06 0.00 0.00
H 14.819548 18.967590 10.478126 -1.66 0.82 1.25 0.00
H 14.603455 18.682014 12.195321 -0.72 0.47 -0.07 0.00
```
Forces are in eV/Å.

=====

Record 2
A 2-piece molecular cluster, C2HNOS overall in a non-equilibrium geometry, computed with ωB97M-V/def2-TZVPD.

Results
Kohn-Sham gap, eV: 10.8833
Energy, eV: -16460.618

The geometry in XYZ format:
```
6
Properties=species:S:1:pos:R:3:forces:R:3:mulliken_charge:R:1
C 3.017526 -1.868199 -0.344288 0.34 0.35 -0.06 0.01
C 0.676348 2.093977 0.200445 -1.50 -0.74 0.58 0.51
N 1.116226 1.002071 -0.016345 0.46 -1.25 -0.75 -0.37
O 0.188770 3.090255 0.557053 0.61 0.51 -0.32 -0.42
S 4.117931 -0.814147 -0.460763 -0.32 -0.37 0.05 -0.01
H 0.745026 0.116501 -0.408853 0.42 1.49 0.50 0.28
```
Forces are in eV/Å.

=====

Record 3
One molecule with the formula C10H9N3 in a non-equilibrium geometry, computed with ωB97M-V/def2-TZVPD.

Results
Kohn-Sham gap, eV: 9.1939
SMILES: Cc1ncnnc1-c1ccccc1
Energy, eV: -14985.040

The geometry in XYZ format:
```
22
Properties=species:S:1:pos:R:3:forces:R:3:mulliken_charge:R:1
C -1.382765 1.959280 0.522330 -0.38 1.88 0.71 -1.38
C -1.807859 0.613853 0.091368 -1.33 -1.62 0.82 0.88
C -3.536785 -0.823271 -0.278476 -0.79 0.14 0.79 -0.01
C -0.951171 -0.508919 -0.082127 -0.79 0.65 -0.89 0.39
C 0.522629 -0.357548 -0.048390 0.80 -1.61 0.28 0.64
C 1.255610 -1.408246 0.554871 -0.67 2.04 -0.87 -0.57
C 2.624929 -1.383964 0.529201 1.27 -1.30 0.08 -0.41
C 3.342709 -0.406134 -0.151627 -0.13 0.90 -0.38 -0.46
C 2.614841 0.645966 -0.724567 0.73 0.67 0.08 -0.47
C 1.244846 0.652494 -0.672755 -1.64 0.14 -0.09 -0.27
H -0.529368 2.018185 1.215069 -0.18 -0.51 -0.30 0.40
H -2.257069 2.429574 1.058180 0.86 -0.43 -0.69 0.37
H -1.111809 2.630976 -0.315175 -0.26 -0.41 0.23 0.29
H -4.631005 -1.021717 -0.320251 0.94 0.23 -0.09 0.38
H 0.670451 -2.165406 0.987181 -0.26 -1.10 0.66 0.47
H 3.161696 -2.233276 0.984919 -0.21 0.56 -0.23 0.31
H 4.434389 -0.427630 -0.280064 -0.60 -0.11 0.38 0.36
H 3.039255 1.569192 -1.161243 0.31 -1.01 0.07 0.32
H 0.674018 1.430715 -1.180519 0.33 0.00 0.13 0.30
N -3.152182 0.404429 0.091449 1.32 -0.28 -0.93 -0.58
N -2.762923 -1.886561 -0.459976 0.01 0.19 -0.20 -0.81
N -1.462432 -1.731985 -0.359394 0.68 0.98 0.44 -0.13
```
Forces are in eV/Å.

=====

Record 4
One molecule with the formula C4H9NOS in a non-equilibrium geometry, computed with ωB97M-V/def2-TZVPD.

Results
Kohn-Sham gap, eV: 9.8237
SMILES: C[C@@H](CS)NC=O
Energy, eV: -18665.200

The geometry in XYZ format:
```
16
Properties=species:S:1:pos:R:3:forces:R:3:mulliken_charge:R:1
O 0.400880 -1.538002 2.203111 0.10 0.83 1.12 -0.49
C 0.348857 -2.016520 1.118269 0.39 -3.15 -2.12 -0.04
N 0.234959 -1.406305 -0.099495 0.58 2.66 3.15 -0.23
C 0.055696 0.078703 0.009876 0.11 0.03 -0.82 0.24
C -1.267523 0.405546 -0.640696 -0.78 2.95 -0.70 -1.04
S -2.215015 2.034204 0.027634 1.61 -1.72 0.24 -0.20
C 1.388110 0.879492 -0.409039 -2.34 0.73 1.30 -0.98
H 0.464292 -3.144702 0.911959 -0.26 0.94 0.62 0.26
H -0.066246 -1.978097 -0.835879 -0.41 -0.34 -1.25 0.25
H -0.065248 0.431898 1.048018 0.16 -1.39 -0.07 0.43
H -1.991776 -0.373881 -0.711307 -0.27 -0.57 0.11 0.47
H -1.147541 0.935529 -1.569522 0.31 -0.91 -0.96 0.36
H -0.922606 2.396878 0.127881 -0.45 0.91 0.24 0.11
H 1.402140 1.336621 -1.453902 0.40 -1.36 1.16 0.28
H 1.202178 1.789953 0.278686 1.30 -1.15 -1.01 0.27
H 2.178838 0.168684 -0.005592 -0.45 1.55 -1.01 0.32
```
Forces are in eV/Å.

=====

Record 5
A 2-piece molecular cluster, HIO overall in a non-equilibrium geometry, computed with ωB97M-V/def2-TZVPD.

Results
Kohn-Sham gap, eV: 8.0889
Energy, eV: -10160.907

The geometry in XYZ format:
```
3
Properties=species:S:1:pos:R:3:forces:R:3:mulliken_charge:R:1
O -0.173003 -0.619506 0.004049 -5.52 2.82 -0.06 -0.63
I 1.484862 0.361591 0.007151 0.71 0.61 0.00 0.25
H -1.311860 0.257916 -0.011201 4.81 -3.43 0.06 0.37
```
Forces are in eV/Å.

=====

Record 6
C3H6N2O2S as an isolated structure in a non-equilibrium geometry, computed with ωB97M-V/def2-TZVPD.

Results
Kohn-Sham gap, eV: 9.5951
Energy, eV: -21114.873

The geometry in XYZ format:
```
14
Properties=species:S:1:pos:R:3:forces:R:3:mulliken_charge:R:1
C 0.524739 0.496640 -0.270248 1.58 -0.91 0.62 0.27
C -0.335055 1.740345 -0.234575 -0.23 2.50 1.57 -0.03
C -1.500864 -1.584336 -0.100192 1.46 -0.79 -1.27 0.11
H 3.173519 -0.684256 0.743318 0.00 -0.35 -0.22 0.29
H 1.681896 -1.728549 0.577033 2.89 3.42 -2.14 0.28
H -0.000383 2.603490 -1.108090 -1.18 -2.67 2.51 0.24
H -0.193529 2.238720 0.904997 0.05 -1.03 -3.19 0.21
H -1.912579 0.552176 0.233869 0.61 2.23 -0.98 0.36
H -1.832528 -2.547586 -0.509273 -0.41 -0.09 0.03 0.35
N 2.430703 -0.802668 0.053022 -2.90 -2.38 2.77 -0.62
N 1.736658 0.415608 0.190027 -2.07 -0.09 -1.24 -0.30
O -1.731464 1.388883 -0.339672 0.83 -0.95 0.55 -0.54
O -1.854121 -1.079931 0.904172 -1.68 0.75 2.32 -0.51
S -0.186990 -1.008530 -1.044393 1.04 0.34 -1.34 -0.12
```
Forces are in eV/Å.

=====

Listing ΔE to the lowest compared entry with this formula, charge and spin for the structures above in their given order: 12.31, 44.16, 10.99, 53.66, 51.76, 114.75 kcal/mol.